[1]
One molecule with the formula HNO2 in a non-equilibrium geometry. Source: the OMol25 dataset; level of theory: ωB97M-V with the def2-TZVPD basis set.

CARTESIAN COORDINATES (ANGSTROEM)
O 0.270 -0.389 -1.721
N -0.285 0.008 -0.749
O -1.521 0.858 -0.809
H 0.097 0.326 0.235

The molar mass comes out at 47.0 u. As for the SMILES: O=[NH+][O-]. As for the energy relative to the best compared isomer or geometry (same formula, charge and spin): 53.6 kcal/mol. Its HOMO-LUMO gap (alpha / beta) is 10.00 / 9.37 eV. Its HOMO energy (alpha / beta) is -11.33 / -10.92 eV. The charge is 0.

=====

[2]
A 2-piece molecular cluster, HNO3S overall in a non-equilibrium geometry. Source: the OMol25 dataset; level of theory: ωB97M-V with the def2-TZVPD basis set.

CARTESIAN COORDINATES (ANGSTROEM)
O -1.676 -0.834 0.674
N -1.853 0.122 -0.014
O -0.803 0.848 -0.498
H 0.151 0.644 -0.214
O 1.408 -0.511 -0.276
S 2.773 -0.269 0.328

The molar mass comes out at 95.1 u. As for the SMILES: O=NO.O=S. As for the energy relative to the best compared isomer or geometry (same formula, charge and spin): 38.6 kcal/mol. Its HOMO-LUMO gap (alpha / beta) is 7.49 / 7.45 eV. Its HOMO energy (alpha / beta) is -10.06 / -10.05 eV. The charge is 0.

=====

[3]
HNO4 as an isolated structure in a non-equilibrium geometry. Source: the OMol25 dataset; level of theory: ωB97M-V with the def2-TZVPD basis set.

CARTESIAN COORDINATES (ANGSTROEM)
N 0.581 -0.255 0.724
O 1.160 0.405 -0.028
O 0.757 -0.877 1.643
O -0.722 0.053 -1.174
O -1.002 -0.393 0.066
H -0.774 1.067 -1.231

The molar mass comes out at 79.0 u. As for the energy relative to the best compared isomer or geometry (same formula, charge and spin): 9.6 kcal/mol. Its HOMO-LUMO gap is 11.05 eV. Its HOMO energy is -10.71 eV. The charge is 0.

=====

[4]
HNO4P as an isolated structure in a non-equilibrium geometry. Source: the OMol25 dataset; level of theory: ωB97M-V with the def2-TZVPD basis set.

CARTESIAN COORDINATES (ANGSTROEM)
N 1.410 0.350 0.027
O 2.459 0.589 0.295
O 0.695 0.539 -0.995
O 0.501 -0.489 0.824
O -1.745 -0.040 0.241
P -0.617 -0.878 -0.301
H -2.702 -0.071 -0.092

The molar mass comes out at 110.0 u. As for the energy relative to the best compared isomer or geometry (same formula, charge and spin): 19.8 kcal/mol. Its HOMO-LUMO gap is 11.12 eV. Its HOMO energy is -17.42 eV. The charge is +1.